Here is 3 unconnected molecules or ions with the total composition C50H75F7N4O5S2 at a distorted geometry from the OMol25 dataset. Energies are from the ωB97M-V functional and the def2-TZVPD basis.

Geometry as ORCA input:
```
! wB97M-V def2-TZVPD RIJCOSX def2/J DEFGRID3
* xyz 0 3
C -2.672 -0.089 5.308
C -2.328 1.380 5.729
C -0.792 1.658 5.723
C -0.323 2.547 4.533
C 0.097 1.747 3.278
C 0.883 2.594 2.237
C 2.416 2.673 2.522
C 3.268 2.192 1.305
C 3.186 0.629 1.270
C 4.376 -0.026 0.462
C 3.915 -0.193 -0.980
C 4.206 0.816 -1.895
C 3.811 0.734 -3.233
C 3.141 -0.408 -3.667
C 2.845 -1.428 -2.758
C 3.208 -1.326 -1.417
S 2.724 -2.701 -0.347
C 1.131 -3.146 -1.078
C 1.055 -3.001 -2.465
C -0.154 -3.285 -3.142
N -0.195 -3.092 -4.569
C -0.270 -1.885 -4.842
O -0.069 -0.801 -5.271
C -1.251 -3.728 -2.390
C -2.553 -3.996 -3.177
C -1.174 -3.914 -1.007
C -2.416 -4.405 -0.273
C -3.095 -3.150 0.380
C -4.465 -3.476 1.052
C -5.537 -2.443 0.615
C -5.088 -0.954 0.796
C 0.030 -3.619 -0.318
S 0.223 -3.847 1.440
O 1.466 -4.548 1.658
O -0.842 -4.579 2.065
C 0.350 -2.246 2.395
F 0.894 -1.246 1.689
F -0.940 -1.866 2.622
C 1.004 -2.453 3.814
F 0.321 -1.634 4.662
F 0.814 -3.683 4.299
C 2.521 -2.034 3.935
F 3.227 -2.213 2.829
F 3.074 -2.840 4.871
F 2.600 -0.797 4.426
N 2.152 -2.572 -3.287
H -2.345 -0.730 6.144
H -3.752 -0.230 5.151
H -2.088 -0.307 4.399
H -2.889 2.124 5.137
H -2.665 1.491 6.776
H -0.579 2.238 6.642
H -0.191 0.736 5.796
H 0.558 3.124 4.875
H -1.118 3.287 4.324
H 0.615 0.809 3.537
H -0.843 1.440 2.769
H 0.715 2.135 1.249
H 0.489 3.626 2.298
H 2.761 3.687 2.782
H 2.653 1.982 3.354
H 4.336 2.445 1.430
H 2.863 2.552 0.342
H 3.251 0.237 2.294
H 2.261 0.345 0.746
H 4.586 -1.009 0.915
H 5.249 0.642 0.556
H 4.730 1.724 -1.577
H 4.017 1.545 -3.935
H 2.827 -0.482 -4.710
H -3.274 -3.238 -2.810
H -2.919 -4.996 -2.905
H -2.403 -3.847 -4.251
H -2.231 -5.207 0.452
H -3.177 -4.793 -0.972
H -3.318 -2.480 -0.479
H -2.399 -2.592 1.020
H -4.370 -3.479 2.149
H -4.777 -4.461 0.656
H -6.442 -2.587 1.235
H -5.843 -2.622 -0.432
H -5.897 -0.288 1.122
H -4.184 -0.872 1.426
H -4.759 -0.603 -0.203
H 2.803 -3.350 -3.409
C 8.748 6.206 2.979
C 7.378 5.637 2.525
C 6.429 6.787 2.165
C 5.892 7.538 3.381
C 5.273 6.569 4.385
C 6.216 5.427 4.778
N 6.820 4.752 3.591
O 5.907 3.990 3.052
C 7.325 5.971 5.703
C 5.450 4.437 5.663
C 7.696 4.855 1.245
H 9.435 6.306 2.138
H 8.668 7.200 3.419
H 9.236 5.546 3.696
H 5.577 6.398 1.598
H 6.938 7.492 1.502
H 6.685 8.124 3.855
H 5.137 8.258 3.057
H 4.968 7.121 5.277
H 4.354 6.160 3.952
H 8.061 5.196 5.926
H 6.900 6.299 6.653
H 7.849 6.834 5.299
H 4.553 4.051 5.179
H 5.124 4.926 6.582
H 6.080 3.591 5.943
H 8.367 4.018 1.450
H 8.184 5.505 0.518
H 6.800 4.467 0.761
C -8.144 -1.907 -7.619
C -6.778 -1.740 -6.904
C -5.647 -2.224 -7.820
C -5.573 -3.744 -7.949
C -5.524 -4.401 -6.572
C -6.662 -3.950 -5.650
N -6.799 -2.466 -5.598
O -5.834 -1.995 -4.853
C -7.985 -4.593 -6.116
C -6.434 -4.545 -4.257
C -6.632 -0.227 -6.712
H -8.415 -1.007 -8.172
H -8.144 -2.717 -8.349
H -8.949 -2.083 -6.906
H -4.685 -1.864 -7.440
H -5.763 -1.783 -8.814
H -6.422 -4.125 -8.523
H -4.679 -4.017 -8.514
H -5.551 -5.487 -6.689
H -4.558 -4.169 -6.110
H -8.827 -4.218 -5.531
H -7.951 -5.675 -5.981
H -8.202 -4.433 -7.169
H -5.465 -4.270 -3.841
H -6.458 -5.635 -4.295
H -7.210 -4.225 -3.559
H -7.414 0.166 -6.058
H -6.709 0.284 -7.672
H -5.664 0.049 -6.292
*
```

Calculated values
**HOMO energy**: -8.432 eV
**Kohn-Sham gap**: 0.301 hartree